(1)
Computed, not measured: a molecular structure, C25H27Cl3N4O3PtS2, with ωB97M-V/def2-TZVPD.

**Relative energy (zero: lowest compared OMol25 entry of this formula, charge and spin)**: 117.33 kJ/mol
**Calculated total energy**: -3709.758033 Eh

```
65
Properties=species:S:1:pos:R:3:lowdin_charge:R:1
H -4.99672 -1.10278 5.17467 0.07
C -9.70875 -0.12704 -3.15907 -0.66
H -5.11710 -1.43019 -2.16287 0.13
N -2.01289 -0.56793 0.15715 -0.13
H -2.25902 2.61270 1.08489 0.08
C 4.05330 1.11992 -0.48682 -0.08
H -3.62080 4.40311 0.06680 0.09
C -7.39438 0.38866 -2.98387 -0.57
Pt -0.00314 -0.18630 -0.02237 0.93
Cl -4.56050 3.50287 2.93253 0.68
H -1.78176 -1.58938 1.96579 0.08
S -4.35914 1.22110 4.84786 1.02
C -2.95582 -0.49968 -0.75792 -0.16
C 4.79020 -0.06427 -0.37163 -0.08
H -6.16244 -1.13966 2.81835 0.11
C -4.87274 1.86532 3.34780 -0.97
C -8.54853 -0.51681 -1.11053 0.00
C -3.70831 -1.84189 0.80296 -0.04
C -5.28452 -1.29081 -1.09439 -0.06
H -1.78160 6.25194 -0.18396 0.11
H -1.59511 5.24873 1.25879 0.12
C -6.09369 -0.01439 -0.83863 -0.31
C -5.66384 -0.28644 3.25117 -0.14
H -2.70160 4.32388 -1.43329 0.11
C -9.72044 -0.56754 -1.84598 -0.09
H 2.63025 -3.14478 0.72896 0.10
H 4.68948 -2.15679 0.05137 0.11
C 2.74013 -1.23978 0.07154 -0.38
H -8.54630 0.69603 -4.76948 0.11
H -10.63763 -0.93917 -1.41145 0.11
H -8.53826 -0.83798 -0.07716 0.13
H -2.93119 0.08525 -1.66323 0.14
H -5.35521 1.84962 0.64647 0.11
H 2.06955 1.91334 -0.43954 0.05
C -2.09336 2.86306 0.03474 -0.33
N 2.08425 -2.34697 0.46217 0.12
C -5.54593 0.96511 2.58033 -0.31
C -2.46257 -1.41950 1.14200 -0.10
H -5.48880 0.84431 -1.14600 0.12
O 0.27239 2.68179 1.29297 -0.53
C -1.59193 5.23652 0.16629 -0.24
H -5.86359 -2.13551 -0.72026 0.15
C -8.55132 0.35461 -3.74469 -0.12
N -4.01742 -1.25066 -0.39967 -0.06
O 0.19379 -0.88146 1.76084 -0.67
C -7.36459 -0.03429 -1.65972 -0.18
C 2.69323 1.03811 -0.35526 -0.13
C -5.06875 -0.28768 4.47330 -0.40
H -2.47258 2.05130 -0.57955 0.04
C -0.26185 4.69824 -0.33634 -0.32
S -0.26576 2.88473 -0.07518 0.82
C 4.14416 -1.23356 -0.09175 -0.02
Cl -11.16728 -0.17564 -4.09434 0.68
H -0.12720 4.88580 -1.40440 0.09
H 0.61570 5.05024 0.20394 0.09
C -6.08565 1.26306 1.21362 -0.13
C -2.62402 4.23763 -0.34520 -0.25
H 5.86815 -0.06050 -0.47461 0.11
H -4.40881 -2.48722 1.30176 0.12
H 4.51483 2.07709 -0.67637 0.10
H -7.00086 1.86310 1.28448 0.14
N 2.02620 -0.11318 -0.13221 -0.09
H 1.19143 -2.16725 0.93493 0.02
O -6.36851 0.04079 0.54294 -0.11
Cl -5.94023 0.97769 -3.74470 0.72
```

(2)
Computed, not measured: a molecular structure, C25H27ClN3P2Pd at a distorted geometry, with ωB97M-V/def2-TZVPD.

**Relative energy (zero: lowest compared OMol25 entry of this formula, charge and spin)**: 13.68 kJ/mol
**Total charge**: +1
**Calculated total energy**: -2403.740278 Eh

```
59
Properties=species:S:1:pos:R:3:lowdin_charge:R:1
C 0.41405 -2.01613 -2.37527 -0.08
H -2.94629 -0.33173 -1.20925 0.09
C -2.36703 -2.27190 1.51236 -0.08
C 2.79456 0.65970 -0.51494 -0.35
H -3.64717 3.16123 1.31555 0.09
N -2.83602 2.61519 1.03896 -0.05
H 1.30547 0.37166 2.60348 0.09
H -0.54255 0.91434 6.42054 0.11
H 3.42425 -1.39877 -0.67912 0.11
C -4.06327 -3.24025 0.11030 -0.06
H 1.49345 0.73206 5.03127 0.11
C 1.98476 -0.53167 -3.45188 -0.10
C -0.84645 0.32460 2.61418 -0.37
C -1.88178 0.65101 4.76513 -0.07
C 0.51559 0.65037 4.57556 -0.07
H -0.15746 -3.74315 -3.50503 0.11
H 2.60155 0.36036 -3.43515 0.11
H 1.24963 -3.15948 -5.44966 0.11
H 0.95280 -1.38683 0.77567 0.09
C 2.00376 -1.35832 -4.56374 -0.06
H -2.97323 0.35277 2.94428 0.11
C -2.24403 -1.20233 0.62509 -0.37
C 0.40870 0.44064 3.20718 -0.09
H -3.16607 2.73257 -0.92410 0.06
N 0.49211 -0.58823 0.35456 -0.35
C 3.17538 1.96119 -0.20795 -0.09
C 1.18894 -0.85969 -2.35467 -0.36
H -2.26138 3.97909 -0.38557 0.08
Cl -1.62792 3.27728 -3.22320 0.48
C 4.99227 -0.13030 0.04428 -0.06
C -0.62702 0.75400 5.35394 -0.07
C 5.37017 1.17036 0.36094 -0.06
H -2.08163 2.84408 1.67581 0.07
H 4.76804 3.22676 0.46892 0.11
H 6.37733 1.36787 0.70332 0.11
C -3.94958 -2.17792 -0.77482 -0.07
C -1.99480 0.43867 3.40071 -0.11
H 2.62461 -1.10549 -5.41269 0.11
C 0.44084 -2.84176 -3.49053 -0.06
H -3.36527 -4.11679 1.94153 0.11
H 5.70416 -0.93970 0.13540 0.11
C 3.70799 -0.38956 -0.40325 -0.08
Pd -0.65711 1.64394 -1.02310 0.50
H -1.76149 -2.30815 2.41039 0.11
N -2.41938 2.97947 -0.28391 -0.16
H -2.77382 0.72953 5.37248 0.11
H 0.64728 3.36911 -2.56959 0.00
C 4.46765 2.21515 0.23147 -0.06
C -0.06862 2.56445 -2.70718 -0.72
C -3.27258 -3.28801 1.25222 -0.06
H 0.22952 1.87104 -3.48800 -0.02
H -0.21253 -2.26972 -1.52822 0.09
C -3.04065 -1.16162 -0.51727 -0.11
H -4.56899 -2.13829 -1.66092 0.11
C 1.23183 -2.51336 -4.58219 -0.06
P 1.09817 0.27928 -0.96148 0.84
H 2.46231 2.77183 -0.30481 0.10
P -0.99953 0.09227 0.82834 0.90
H -4.77351 -4.03271 -0.08636 0.11
```

(3)
Computed, not measured: a gas-phase ion, C25H27N2O2 (charge +1) at a distorted geometry, with ωB97M-V/def2-TZVPD.

**Relative energy (zero: lowest compared OMol25 entry of this formula, charge and spin)**: 18.25 kJ/mol
**Total charge**: +1
**Calculated total energy**: -1228.597565 Eh
**Structure (SMILES)**: COc1ccc([C@H](c2ccc3c(c2)CCO3)[n+]2ccc(N3CCCC3)cc2)cc1

```
56
Properties=species:S:1:pos:R:3:lowdin_charge:R:1
N -0.00203 -0.59603 -0.12668 -0.03
C -0.05347 -0.90726 2.23179 0.06
C 3.81598 0.64860 -1.58739 0.01
C 0.96698 -4.27313 3.25105 -0.13
H -0.08583 -0.48574 3.23460 0.13
H -5.96865 2.81141 -3.49763 0.13
H 2.00569 -3.96514 3.05614 0.13
H -5.40687 0.43872 -1.94842 0.12
H -2.53960 -0.45382 -1.74210 0.13
H 0.19192 -2.26754 -1.35592 0.15
H 4.73039 0.10634 -1.37566 0.12
C -5.49675 2.54872 -2.54387 -0.10
C -3.33288 2.85380 -1.87624 -0.22
H 2.85092 3.60046 -3.06219 0.11
H -4.77899 0.76843 -3.56976 0.13
C 0.20467 -2.81412 0.74100 0.05
H -0.00450 1.00277 1.22231 0.15
C -4.83606 1.16193 -2.54282 -0.10
C 5.27363 3.86711 -2.46515 -0.06
C 2.77350 2.62665 -2.56859 0.00
H 0.68026 -5.83277 4.73535 0.11
C -2.41290 0.62547 -1.66112 0.03
C 1.40252 0.89974 -1.52874 -0.16
C -1.12610 2.57343 -1.01934 -0.05
C -1.18627 1.19746 -1.30474 -0.19
C 2.56729 0.17807 -1.22817 -0.03
H 6.33202 4.09125 -2.35350 0.10
C 0.79630 -4.75120 4.69227 -0.14
C 3.93483 1.92170 -2.19188 -0.26
C 1.53098 2.07993 -2.27887 -0.03
H 4.67844 4.44885 -1.74842 0.10
C 0.06099 -2.29992 2.04515 -0.19
C -3.48663 1.45045 -1.97334 -0.14
N 0.05691 -3.13886 3.11850 -0.09
C -0.42322 -4.00860 5.27128 -0.13
H 0.32889 -3.88786 0.56703 0.13
H -0.10565 -0.38709 -2.15779 0.16
H -0.23594 2.97580 -0.53434 0.12
H -1.83466 -2.89986 3.99194 0.14
C 0.03270 0.27425 -1.28734 -0.20
H 1.68801 -4.48277 5.26202 0.11
H 0.65172 2.58267 -2.66496 0.11
H -0.20484 -3.56287 6.24431 0.11
C 0.13199 -1.94198 -0.31559 0.00
H 0.72913 -5.06324 2.51734 0.12
C -2.15825 3.42304 -1.38400 0.02
C -0.76975 -2.89665 4.27358 -0.15
O -4.43894 3.55497 -2.26106 -0.01
H -6.24006 2.63028 -1.73818 0.13
O 5.18594 2.46032 -2.19384 -0.08
C -0.01858 -0.08048 1.13455 0.03
H -2.07165 4.50265 -1.34761 0.13
H 4.93678 4.08063 -3.48837 0.09
H -0.55299 -1.91238 4.69680 0.11
H -1.28069 -4.67836 5.38407 0.11
H 2.51340 -0.79828 -0.74746 0.11
```

(4)
Computed, not measured: C25H27N3O2S in the gas phase, with ωB97M-V/def2-TZVPD.

**Relative energy (zero: lowest compared OMol25 entry of this formula, charge and spin)**: 44.23 kJ/mol
**Calculated total energy**: -1681.820812 Eh
**Structure (SMILES)**: O=c1ccc2ccc(OCCCCN3CCN(c4cccc5sccc45)CC3)cc2[nH]1

```
58
Properties=species:S:1:pos:R:3:lowdin_charge:R:1
H -2.11151 -0.42083 2.34709 0.12
H -1.09004 -3.83171 -4.95571 0.10
H 1.73843 -2.29571 0.10867 0.13
H -2.88594 2.73155 0.73108 0.12
C -1.37163 -1.12710 1.96745 -0.16
C -0.42380 0.89152 4.22836 -0.17
N -0.07116 -0.79778 2.51206 -0.19
C 0.47398 2.63721 0.45487 0.05
H 1.47942 1.93387 4.25997 0.12
S 1.49024 -2.37377 -4.84912 1.03
H 3.29012 -1.00855 -3.93516 0.07
H 1.87641 -1.52835 2.46412 0.12
C 0.62369 1.80855 3.59509 -0.17
O 3.16920 1.63300 -3.19745 0.04
H -2.72013 2.06206 -1.64539 0.12
H 0.92105 -0.78273 4.33820 0.12
C -0.57779 2.03264 -1.66031 -0.18
N 1.79876 2.10182 -1.47391 0.17
C -1.83313 -3.58885 -2.95010 -0.09
C 0.05982 3.18917 3.25488 -0.19
H -0.38435 3.64523 4.14395 0.13
C -0.40535 1.61940 -3.01507 0.00
H -2.74643 -4.13747 -3.12502 0.10
H 0.96498 1.16262 -4.57625 0.12
N -0.28657 -1.89097 -0.08110 -0.09
C 0.52060 -2.16628 -2.42273 -0.17
C 2.02649 1.72740 -2.78814 -0.49
H 0.62990 -2.78932 2.26384 0.13
C 0.23926 -2.72434 -3.68922 -0.48
H 0.85319 3.85217 2.88697 0.12
H 1.31321 -0.55919 0.28802 0.11
H -2.27743 -1.26518 0.01269 0.12
H 2.19138 -0.92406 -1.62973 0.09
C -1.31109 -1.01412 0.44772 -0.13
C -1.82910 2.22222 -1.05738 -0.03
H -1.29142 1.42412 -3.60242 0.12
H -2.30657 -3.22883 -0.90616 0.11
H 2.62991 2.28778 -0.92434 0.16
C 1.76259 -1.45645 -2.45576 -0.15
H -1.68024 -2.14943 2.25320 0.13
H 0.96177 1.32366 2.67860 0.09
H -0.48738 1.05727 5.30450 0.11
H -1.39771 1.11868 3.79320 0.10
C -0.07775 -0.57446 3.94632 -0.20
C 2.37157 -1.48700 -3.65811 -0.41
C 0.82185 1.47304 -3.55372 0.01
H 1.38366 2.80841 1.00951 0.12
C -1.92758 2.59071 0.25809 -0.01
C 0.99893 -1.59528 0.49802 -0.16
C -0.77288 2.78634 1.03995 -0.26
C 0.90274 -1.74729 2.01976 -0.16
C -0.42723 -2.34752 -1.38994 -0.17
H -0.78745 -1.23800 4.46472 0.12
O -1.00736 3.12956 2.32702 -0.04
C -0.91890 -3.42968 -3.97019 -0.11
C 0.57563 2.26316 -0.88658 -0.19
C -1.58464 -3.06297 -1.69156 -0.03
H -1.07622 0.03005 0.19263 0.10
```

In the order shown, the computed E_LUMO values come out to 0.006; -0.096; -0.117; 0.019 Eh.